DFT (wB97M-V/def2-TZVPD) results for a molecular structure, C51H46CoN4O4P in a non-equilibrium geometry.

Output
Strongest force on any atom (eV/A): 5.33
<S²>: 6.054
LUMO (spin up / spin down) (eV): 0.22 / -0.26
Electronic energy (Ha): -4215.0324
Multiplicity: 5
E_HOMO (spin up / spin down) (eV): -5.840 / -7.518
Charge: 0
Frontier orbital gap (spin up / spin down) (eV): 6.1 / 7.3

Atoms and positions in Å:
C1 4.697 15.011 11.527
C2 5.508 12.473 21.899
C3 6.364 10.384 21.131
H1 1.508 17.863 16.535
O1 4.965 13.205 15.173
H2 4.127 17.751 8.784
H3 2.612 16.126 14.067
H4 0.231 8.645 20.439
C4 0.900 17.329 15.810
N1 1.793 13.983 17.437
C5 5.987 14.241 13.254
C6 0.752 12.060 18.674
H5 2.004 9.317 17.359
H6 7.950 16.172 11.088
C7 7.199 14.892 12.710
H7 0.620 15.287 15.345
C8 8.233 18.129 17.112
C9 1.846 11.273 18.948
C10 5.814 15.780 10.973
C11 6.483 18.142 18.738
C12 4.894 7.783 16.392
H8 2.154 15.890 22.676
C13 0.117 15.526 17.977
H9 5.624 18.363 23.240
H10 3.000 15.226 20.517
O2 2.300 11.925 15.659
C14 3.065 9.155 17.203
C15 6.448 11.465 21.993
C16 3.554 7.921 16.825
C17 5.411 15.916 19.389
H11 -0.150 17.382 16.136
C18 3.273 16.246 10.037
N2 4.870 14.239 12.622
C19 5.286 10.068 17.026
H12 2.568 14.588 11.195
H13 8.877 16.223 16.453
C20 3.797 17.252 23.062
O3 6.913 14.262 15.388
H14 6.784 8.758 16.191
H15 7.354 19.906 17.940
H16 5.208 6.809 15.991
C21 4.909 14.788 18.794
C22 4.547 11.439 19.943
C23 5.073 17.615 22.643
H17 8.113 14.866 13.255
C24 1.333 10.070 12.741
C25 5.641 16.677 9.917
C26 5.612 17.196 21.484
C27 4.886 16.303 20.668
P1 3.543 11.601 18.447
H18 6.597 17.598 21.213
C28 6.007 13.848 14.715
C29 3.642 15.871 21.120
H19 -1.697 10.123 20.000
H20 1.018 17.814 14.836
H21 0.277 9.900 12.466
C30 1.681 10.096 19.691
H22 4.449 11.488 14.335
C31 0.395 9.612 19.981
C32 7.354 18.814 17.927
C33 -0.531 11.630 19.056
H23 2.543 9.471 19.964
H24 6.451 17.282 9.561
C34 3.091 16.328 22.302
H25 6.017 10.875 17.108
H26 7.059 9.534 21.208
C35 7.318 16.090 17.882
H27 7.263 15.028 17.790
H28 2.275 16.511 9.750
H29 2.908 7.045 16.903
H30 0.030 16.124 18.889
H31 3.562 16.240 15.611
H32 2.272 15.990 17.845
C36 3.978 10.147 17.502
N3 1.335 10.988 13.873
H33 3.848 13.261 20.716
Co1 3.621 13.099 16.796
H34 3.457 17.712 24.008
C37 1.464 15.490 17.270
C38 4.517 13.826 18.122
C39 1.390 15.885 15.829
C40 5.396 10.315 20.155
C41 4.533 12.447 20.885
C42 -0.704 10.400 19.675
C43 2.450 11.316 14.569
H35 5.765 18.692 19.363
C44 0.871 13.389 18.055
C45 2.754 15.708 15.117
C46 4.326 16.970 9.491
N4 3.655 10.935 14.112
H36 1.839 10.487 11.893
H37 5.566 13.272 22.613
H38 3.084 14.660 14.986
C47 3.423 15.223 10.925
H39 1.792 9.087 12.953
H40 5.273 9.376 19.647
C48 7.097 15.628 11.567
C49 8.206 16.748 17.137
O4 -0.231 14.164 18.359
H41 3.644 10.474 13.201
H42 0.462 11.044 14.421
C50 5.779 8.865 16.513
H43 9.005 18.638 16.564
H44 -1.402 12.227 18.877
H45 -0.679 15.927 17.296
H46 7.200 11.511 22.744
C51 6.458 16.749 18.715


DFT (wB97M-V/def2-TZVPD) results for a molecular structure, CsH2O in a non-equilibrium geometry.

Output
Strongest force on any atom (eV/A): 6.15
LUMO (eV): -4.08
Electronic energy (Ha): -96.3220
E_HOMO (eV): -16.975
Charge: +1
Frontier orbital gap (eV): 12.9

Atoms and positions in Å:
H1 -0.973 0.601 -0.502
O1 -0.336 0.309 0.150
H2 0.495 0.682 -0.143
Cs1 0.814 -1.592 0.495


DFT (wB97M-V/def2-TZVPD) results for a molecular structure, C2H2F2LiOSn in a non-equilibrium geometry.

Output
Strongest force on any atom (eV/A): 8.42
<S²>: 0.815
LUMO (spin up / spin down) (eV): -11.15 / -11.67
Electronic energy (Ha): -573.2619
Multiplicity: 2
E_HOMO (spin up / spin down) (eV): -18.777 / -19.701
Charge: +2
Frontier orbital gap (spin up / spin down) (eV): 7.6 / 8.0

Atoms and positions in Å:
F1 2.803 -0.710 0.729
Li1 1.663 -1.993 1.141
C1 -1.180 -0.007 -0.860
C2 -1.154 0.739 0.271
H1 -2.410 0.326 -0.187
F2 -1.082 -1.312 -0.914
Sn1 2.254 0.771 -0.068
H2 -1.270 1.824 0.228
O1 0.376 0.363 -0.341


DFT (wB97M-V/def2-TZVPD) results for 2 unconnected molecules or ions with the total composition C6H13NO3 in a non-equilibrium geometry.

Output
Strongest force on any atom (eV/A): 3.85
LUMO (spin up / spin down) (eV): 0.07 / 0.51
Electronic energy (Ha): -516.7070
E_HOMO (spin up / spin down) (eV): -6.796 / -7.903
Charge: 0
Frontier orbital gap (spin up / spin down) (eV): 6.9 / 8.4

Atoms and positions in Å:
H1 0.959 3.035 -1.173
H2 -2.611 0.986 0.789
H3 0.033 0.589 2.061
C1 -0.517 1.217 1.359
H4 -3.308 -1.133 -1.257
H5 -0.817 2.129 1.917
C2 2.119 -0.579 -0.121
H6 -1.520 0.378 -1.386
H7 -2.799 -2.205 -0.037
O1 3.164 0.065 -0.836
C3 -2.314 -1.499 -0.802
H8 -1.851 -2.206 -1.545
N1 0.437 2.704 -0.345
O2 1.810 -1.736 -0.833
C4 -1.686 0.351 0.775
H9 -0.286 -0.527 -0.663
H10 3.638 0.767 -0.306
C5 -1.340 -0.315 -0.491
O3 2.402 -0.664 1.276
C6 0.323 1.642 0.239
H11 3.343 -0.731 1.405
H12 2.606 -1.781 -1.482
H13 -1.785 -0.488 1.454


DFT (wB97M-V/def2-TZVPD) results for a molecular structure, C3H5KLiO4 in a non-equilibrium geometry.

Output
Strongest force on any atom (eV/A): 5.89
<S²>: 0.758
LUMO (spin up / spin down) (eV): -0.92 / -0.91
Electronic energy (Ha): -1025.6640
Multiplicity: 2
E_HOMO (spin up / spin down) (eV): -7.650 / -6.803
Charge: 0
Frontier orbital gap (spin up / spin down) (eV): 6.7 / 5.9

Atoms and positions in Å:
H1 -1.349 -1.308 0.281
Li1 0.171 3.561 -2.023
C1 -0.278 -1.130 0.105
C2 0.567 -1.921 1.076
O1 -0.125 2.362 -0.234
O2 -1.824 1.000 -0.826
K1 1.164 2.257 1.607
H2 1.637 -1.729 0.916
H3 0.317 -1.661 2.114
O3 -0.019 1.528 -2.705
H4 0.378 -2.994 0.934
H5 -0.059 -1.403 -0.937
C3 -0.596 1.186 -0.585
O4 0.016 0.253 0.276


DFT (wB97M-V/def2-TZVPD) results for a molecular structure, C4H6S in a non-equilibrium geometry.

Output
Strongest force on any atom (eV/A): 3.81
LUMO (eV): 0.96
Electronic energy (Ha): -554.0759
E_HOMO (eV): -8.684
Charge: 0
Frontier orbital gap (eV): 9.6

Atoms and positions in Å:
H1 2.847 0.901 0.566
H2 -2.374 -0.086 -0.729
C1 -0.208 -1.063 -0.133
H3 0.151 -1.612 -1.064
C2 -1.292 -0.003 -0.449
C3 0.779 -0.007 0.388
S1 2.360 0.176 -0.415
C4 -0.687 1.162 -0.060
H4 0.939 -0.091 1.426
H5 -1.126 2.226 0.102
H6 -0.338 -1.837 0.625